[1]
C6H8N2 in the gas phase, computed with ωB97M-V with the def2-TZVPD basis set.

As for the charge: 0. As for the LUMO energy: 0.52 eV. The calculation puts the gap between HOMO and LUMO at 8.9 eV. As for the relative energy (zero: lowest compared OMol25 entry of this formula, charge and spin): 6.623 eV. The SMILES is [H]/N=C(\C#C)N/C=C\C. Its total energy is -9325.0847 eV.

Element x y z (Å)
H  1.308690  2.090101  -1.567983
N  0.594142  1.370415  -0.970266
C  1.022399  0.360342  -0.325858
C  2.427529  0.096545  0.243499
C  3.645307  -0.295256  0.418744
N  0.241487  -0.882281  -0.044193
C  -0.970919  -1.054987  -0.749323
C  -2.048584  -0.509066  -0.036219
C  -1.924123  0.702936  0.829661
H  4.670025  -0.972924  0.812693
H  0.929620  -1.614823  -0.278997
H  -1.071748  -1.907373  -1.390909
H  -2.978491  -0.870547  -0.148641
H  -1.558155  1.638435  0.128747
H  -2.962014  1.304128  1.284670
H  -1.325168  0.544353  1.794375

Forces on the atoms, in the same order (eV/Å):
-2.068 -2.651 3.272
1.845 0.876 -2.245
1.340 -0.957 0.208
5.185 -1.738 -0.263
-3.163 -0.587 0.678
3.154 2.226 -1.663
-3.351 1.020 4.154
3.986 0.570 -1.724
-1.272 4.036 1.122
-3.738 2.788 -1.498
-0.563 0.381 0.439
-0.052 -0.205 -0.271
-3.253 -1.104 -1.131
-0.158 -2.502 2.029
2.399 -2.555 -1.455
-0.289 0.401 -1.652


[2]
A molecular structure, C36H35Al2CaClF11KN2O9P, computed with ωB97M-V with the def2-TZVPD basis set.

As for the charge: +1. As for the LUMO energy: -7.57 eV. The calculation puts the gap between HOMO and LUMO at 1.5 eV. Its total energy is -158956.5296 eV.

Element x y z (Å)
C  3.908442  0.827546  4.061985
C  3.486058  0.815008  2.576241
C  1.982759  1.122078  2.413291
C  1.506570  2.465847  1.867682
C  0.264436  2.494831  1.290929
C  -0.670002  1.333146  1.154740
C  -1.556881  1.294731  2.439799
C  -3.017354  1.354440  2.039599
O  -1.291579  2.440077  3.259203
C  -0.289149  3.746508  0.734837
O  -1.501165  3.890877  0.621061
C  0.637736  4.786784  0.314319
C  1.836495  4.774897  0.895884
O  2.748133  5.786213  0.521775
C  3.056489  6.581366  1.484406
N  3.406727  7.050317  2.471230
C  2.161605  3.777368  1.897244
O  3.001303  4.152765  2.847299
H  4.088698  1.853625  4.393124
H  4.836771  0.283402  4.224925
H  3.109476  0.455055  4.705811
H  4.094579  1.511298  2.017741
H  3.711118  -0.191564  2.225313
H  1.580634  0.313951  1.811955
H  1.545950  1.029886  3.414766
H  -0.156734  0.385383  1.056442
H  -1.291656  1.453945  0.263128
H  -1.278267  0.413221  3.020823
H  -3.451026  0.394108  1.756424
H  -3.587674  1.728383  2.924688
H  -3.131014  2.117165  1.251244
H  -1.483741  2.223419  4.176134
H  0.332836  5.515471  -0.424678
K  -4.573310  3.113340  1.374783
C  1.409648  0.196733  -4.855058
C  1.682564  -1.005994  -4.220495
C  1.002646  -1.359868  -3.077580
C  0.043604  -0.500036  -2.567091
C  -0.244692  0.709046  -3.188573
C  0.443134  1.053053  -4.339492
N  -0.677315  -0.855487  -1.356006
O  -0.405622  -1.898147  -0.791832
O  -1.514193  -0.063960  -0.937537
H  1.953521  0.469155  -5.749239
H  2.433423  -1.670068  -4.611479
H  1.250535  -2.300140  -2.605610
H  -0.989652  1.379744  -2.786467
H  0.231927  1.992239  -4.832379
Cl  4.740772  3.711948  2.643060
C  -10.327162  6.001253  1.064717
C  -9.104313  5.514854  1.888276
C  -8.756660  6.621779  2.925550
O  -8.065659  5.362831  1.065177
H  -10.115990  6.932541  0.540531
H  -10.619425  5.251157  0.331540
H  -11.177770  6.173262  1.729658
H  -9.443427  4.636759  2.467513
H  -8.511932  7.565950  2.440931
H  -7.910317  6.321156  3.542916
H  -9.611690  6.791576  3.585009
Al  2.937187  6.988822  4.821902
F  0.596030  11.959465  0.657125
Al  1.494663  10.629708  1.189557
F  1.908051  9.614057  -0.124195
F  0.574052  9.701134  2.314296
F  2.919610  11.148885  1.965318
F  4.237982  -0.791225  -3.916935
P  5.320957  -1.408290  -2.816972
F  4.340035  -2.726409  -3.088130
F  6.504329  -2.520101  -2.542016
F  6.461781  -0.897563  -3.882528
F  4.930266  -1.651379  -1.218941
F  5.368831  0.136349  -2.231082
C  4.462636  -7.218996  -1.429247
C  4.293649  -8.498831  -0.904024
C  3.026181  -9.044476  -0.807468
C  1.908915  -8.298421  -1.232919
C  2.088969  -6.994995  -1.735572
C  3.365941  -6.471041  -1.841184
C  0.926662  -6.170067  -2.144564
O  1.098915  -5.059169  -2.576828
C  -0.434532  -6.754109  -1.997061
C  -1.545970  -5.997150  -2.313646
C  -2.817614  -6.544588  -2.187279
C  -2.980485  -7.854934  -1.750180
C  -1.872964  -8.618955  -1.425109
C  -0.593171  -8.070226  -1.539531
C  0.574315  -8.881195  -1.163546
O  0.422501  -10.059676  -0.739405
H  5.455729  -6.798980  -1.513698
H  5.152628  -9.068458  -0.576598
H  2.899041  -10.048231  -0.407623
H  3.509447  -5.475497  -2.243458
H  -1.422459  -4.978813  -2.656840
H  -3.685337  -5.947450  -2.433378
H  -3.971892  -8.278119  -1.662438
H  -1.998887  -9.638950  -1.085741
F  1.927711  -8.808349  -3.295616
Ca  0.883082  -8.930000  1.145370

Forces on the atoms, in the same order (eV/Å):
-0.036 0.798 -0.264
0.036 -0.203 0.957
0.683 0.446 0.799
0.102 0.622 -0.559
0.157 -0.111 -0.838
-0.042 0.688 0.885
0.117 -0.041 -0.116
0.236 -0.299 0.844
0.100 0.133 -0.062
-0.189 -0.167 -0.004
-0.398 0.002 -0.242
-0.163 -0.004 -0.300
-0.471 -0.185 0.139
0.116 0.461 0.355
0.215 -1.080 0.018
-0.205 0.787 0.945
-0.021 -1.170 -0.375
0.729 -0.461 0.205
-0.014 -0.054 0.070
-0.092 -0.130 0.041
0.158 -0.359 -0.036
0.084 -0.256 -0.269
-0.244 0.108 -0.415
-0.324 0.277 -0.195
-0.222 -0.115 -0.109
0.123 0.000 -0.024
0.317 0.198 0.529
-0.355 -0.158 -0.128
0.148 0.035 -0.292
0.384 -0.537 -0.316
2.564 -2.581 0.450
0.013 -0.053 0.010
-0.014 0.164 0.164
-3.568 3.418 -0.640
-0.123 0.041 0.043
-0.138 0.008 -0.452
0.034 -0.417 0.311
0.138 0.186 -0.331
-0.103 0.215 -0.003
0.104 -0.086 0.025
0.181 0.030 -0.126
-0.110 0.009 0.075
-0.428 -0.559 -0.382
0.025 -0.003 0.017
-0.012 -0.037 0.007
-0.149 0.034 0.152
-0.038 -0.094 0.060
-0.023 0.007 0.021
-0.105 0.714 -0.087
-0.504 0.330 -0.129
-0.248 0.334 -0.160
-0.005 0.524 0.392
0.251 -0.574 0.323
0.170 -0.036 0.032
0.160 -0.078 0.031
0.100 -0.059 0.107
0.396 -0.254 -0.187
0.016 -0.102 -0.155
0.020 -0.120 -0.114
-0.070 -0.139 -0.092
0.171 0.341 -1.017
0.122 -0.361 0.123
0.016 0.287 -0.045
-0.095 -0.098 0.416
0.347 -0.077 -0.182
-0.288 -0.326 -0.049
0.042 0.496 0.576
0.502 0.290 -0.009
0.439 -0.417 -0.261
-0.098 0.195 0.709
-0.570 -0.217 -0.461
-0.780 -0.353 -0.134
0.642 0.005 -0.167
-0.068 -0.133 -0.011
0.037 0.144 0.096
-0.094 0.185 0.828
-0.002 0.039 0.337
0.259 0.122 0.486
0.118 0.086 0.087
0.383 0.058 -0.291
-0.312 0.252 -0.034
0.001 -0.060 0.051
-0.190 0.071 -0.008
0.061 -0.123 0.031
-0.039 0.089 -0.001
-0.089 0.003 0.149
-0.001 -0.091 0.208
0.191 -0.271 -3.460
-0.138 0.559 1.609
-0.007 0.021 -0.019
0.005 -0.017 -0.044
-0.013 -0.143 -0.374
-0.069 0.018 -0.024
0.140 -0.020 -0.019
0.000 -0.007 -0.023
0.004 -0.009 -0.025
0.085 -0.030 -0.079
-0.722 -0.119 0.260
0.547 -0.441 0.171


[3]
A molecular structure, C24H38N7O8PRb, computed with ωB97M-V with the def2-TZVPD basis set.

As for the charge: +1. As for the LUMO energy: -3.80 eV. The calculation puts the gap between HOMO and LUMO at 7.3 eV. Its total energy is -62247.2748 eV.

Element x y z (Å)
Rb  -3.020922  2.466014  1.241159
N  0.421992  2.076715  2.062322
H  -0.177258  1.355608  1.471096
H  1.325348  2.204312  1.537631
H  0.577885  1.842322  3.034622
H  -0.107958  2.937441  1.944738
O  -1.060568  0.433756  0.935135
H  -1.132395  0.115717  0.035567
C  -1.072100  0.737351  -2.933598
C  -0.899149  -0.000507  -4.111631
C  -0.922004  0.625551  -5.342843
C  -1.180309  1.989209  -5.375566
C  -1.353431  2.753299  -4.236928
C  -1.345587  2.091138  -3.016229
N  -1.217177  2.684073  -6.680201
O  -1.780726  3.757535  -6.716878
O  -0.655361  2.147306  -7.609228
H  -0.974004  0.221930  -1.991962
H  -0.788057  -1.075254  -4.051527
H  -0.736771  0.115751  -6.277286
H  -1.614607  3.794887  -4.351988
H  -1.464462  2.662009  -2.097505
C  -4.413515  -1.295952  3.172005
C  -3.043204  -1.185995  3.343372
C  -2.415768  -1.561606  4.521062
C  -3.216752  -2.104908  5.520231
C  -4.581674  -2.255276  5.372093
C  -5.185279  -1.806210  4.204967
N  -2.554919  -2.650736  6.728327
O  -1.444500  -2.221391  6.973053
O  -3.156220  -3.481521  7.366147
H  -4.882482  -0.970374  2.252097
H  -2.433813  -0.852059  2.507011
H  -1.347551  -1.481187  4.644135
H  -5.191457  -2.689179  6.151158
H  -6.263122  -1.870501  4.131022
C  -2.476954  -2.602557  -0.461890
C  -2.410113  -3.954457  -0.763935
C  -3.561747  -4.667866  -1.078941
C  -4.797674  -4.031919  -1.062473
C  -4.873697  -2.691384  -0.699572
C  -3.725708  -1.998002  -0.369096
N  -5.999258  -4.705097  -1.523629
O  -5.875063  -5.830693  -1.959583
O  -7.054962  -4.114826  -1.412361
H  -1.547866  -2.059899  -0.357981
H  -1.470263  -4.472159  -0.901273
H  -3.502851  -5.708498  -1.365275
H  -5.820849  -2.173998  -0.643682
H  -3.767044  -0.934005  -0.157214
O  2.830327  2.518817  1.005353
P  3.850503  1.746269  0.249483
N  3.259233  0.757376  -0.971924
C  2.743409  1.451861  -2.156413
C  2.483786  -0.413617  -0.561860
N  4.699582  0.728855  1.245889
C  5.754727  -0.201657  0.803727
C  4.509292  0.784598  2.693921
N  4.925263  2.758297  -0.522232
C  5.034416  4.143304  -0.082620
C  6.042070  2.262323  -1.320450
H  2.502361  0.687048  -2.895374
H  3.538392  2.056025  -2.592261
H  1.886076  2.092097  -1.927071
H  2.378284  -1.059308  -1.431860
H  1.479008  -0.138741  -0.209066
H  2.989636  -0.909573  0.264242
H  5.699713  -1.064029  1.464926
H  5.549007  -0.574537  -0.198272
H  6.733751  0.269359  0.858399
H  3.443314  0.796667  2.947755
H  4.966867  -0.050134  3.212463
H  4.876670  1.731620  3.105618
H  5.595304  4.287722  0.842948
H  5.417762  4.785176  -0.874891
H  4.016845  4.503000  0.091224
H  6.959187  2.208036  -0.730395
H  6.220742  2.973624  -2.129771
H  5.806421  1.305580  -1.780184

Forces on the atoms, in the same order (eV/Å):
-0.096 -0.398 -0.028
0.034 0.914 -0.652
-0.460 -1.474 -0.255
0.428 0.110 0.400
-0.036 0.048 0.001
0.506 0.201 0.594
-0.633 0.703 0.196
0.249 -0.042 -0.099
-0.045 -0.319 -0.923
-0.096 -0.050 0.418
-0.075 0.434 -0.142
0.327 0.009 0.120
-0.770 -0.452 -0.185
0.528 0.392 0.530
0.197 0.026 0.101
-0.026 -0.010 -0.055
-0.109 -0.058 -0.063
-0.152 0.059 0.170
0.218 0.021 -0.039
-0.104 -0.144 0.058
0.184 0.063 0.143
-0.027 -0.002 -0.140
-0.169 0.066 0.444
0.515 0.159 -0.606
-0.589 -0.184 0.151
0.297 -0.234 -0.256
-0.193 0.165 0.008
-0.125 -0.010 0.134
-0.027 0.401 -0.319
0.004 -0.132 0.140
-0.012 -0.040 0.160
0.015 -0.117 -0.056
0.066 0.109 0.084
0.023 -0.047 0.072
0.184 -0.060 0.103
0.031 -0.047 -0.146
-0.034 -0.493 -0.089
-0.260 -0.218 -0.560
-0.371 -0.169 -0.008
1.101 0.949 0.166
-0.347 0.073 0.360
0.590 0.270 -0.396
-0.448 -0.599 0.253
0.057 0.050 -0.086
0.040 0.109 -0.088
-0.091 0.181 0.329
0.116 0.143 0.263
-0.037 0.017 -0.029
-0.120 -0.216 -0.195
-0.146 -0.100 0.109
-0.263 0.188 0.263
1.351 -0.717 -0.865
0.462 0.575 0.464
0.492 -0.314 0.025
-0.151 0.521 0.043
-0.305 -0.688 0.227
-0.765 0.296 0.065
-0.749 1.110 0.110
-0.473 -0.082 -0.119
-1.054 0.220 0.064
-0.149 0.376 0.008
-0.317 0.125 -0.014
-0.117 0.125 0.078
-0.128 -0.123 -0.167
0.063 -0.245 0.134
-0.012 -0.036 -0.068
0.034 -0.200 -0.165
0.282 -0.062 0.018
0.103 0.207 -0.116
0.172 -0.172 -0.056
0.065 -0.241 -0.097
0.176 -0.097 -0.189
0.310 -0.230 0.103
0.257 -0.076 -0.097
0.326 -0.226 -0.054
0.154 0.050 0.205
0.065 -0.211 -0.023
0.021 -0.021 -0.032
0.039 -0.109 0.162


[4]
C6H6N2O in the gas phase, computed with ωB97M-V with the def2-TZVPD basis set.

As for the charge: 0. As for the LUMO energy: 0.86 eV. The calculation puts the gap between HOMO and LUMO at 10.0 eV. As for the relative energy (zero: lowest compared OMol25 entry of this formula, charge and spin): 3.286 eV. The SMILES is C#C[C@@]12C[C@@H]1NNC2=O. Its total energy is -11343.1459 eV.

Element x y z (Å)
C  3.013255  -0.306975  0.031946
C  1.833566  -0.104022  0.065014
C  0.416256  0.200415  0.087346
C  -0.217855  1.289324  -0.735265
C  -0.554457  -0.138463  -1.021606
N  -1.749287  -0.755899  -0.410315
N  -1.628165  -0.637044  0.991113
C  -0.332307  -0.202938  1.327124
O  0.076499  -0.186975  2.449240
H  4.107998  -0.340234  0.203491
H  -0.969253  1.936937  -0.400550
H  0.473349  1.743336  -1.455182
H  -0.123003  -0.650051  -1.920920
H  -2.600970  -0.275833  -0.751069
H  -1.745625  -1.571578  1.539633

Forces on the atoms, in the same order (eV/Å):
1.635 0.189 0.641
-0.573 0.437 -0.238
-0.167 -0.553 0.249
1.181 -0.540 -1.585
0.583 -1.136 -0.673
-0.006 0.141 -1.378
0.380 -1.675 1.584
-0.475 0.474 0.134
0.374 -0.191 0.516
-1.535 -0.170 -0.486
-0.856 0.720 0.928
-0.310 -0.139 0.331
-0.761 0.619 0.868
0.724 -0.246 0.646
-0.195 2.071 -1.538


[5]
2 unconnected molecules or ions with the total composition C5H13N3O, computed with ωB97M-V with the def2-TZVPD basis set.

As for the charge: 0. As for the LUMO energy: 0.79 eV. The calculation puts the gap between HOMO and LUMO at 9.1 eV. As for the relative energy (zero: lowest compared OMol25 entry of this formula, charge and spin): 4.429 eV. The SMILES is C=C(C)N(N)O.[H]/N=C/C. Its total energy is -11910.1872 eV.

Element x y z (Å)
C  -2.091246  -0.378021  -0.725097
C  -1.165910  0.426118  -0.179147
C  -1.508280  1.500361  0.809986
N  0.131455  0.504738  -0.701446
N  0.873530  1.647947  -0.492310
O  0.341507  -0.117984  -1.952822
H  -3.100997  -0.372902  -0.359991
H  -1.843924  -1.136297  -1.447382
H  -2.523958  1.360349  1.171779
H  -0.816413  1.466236  1.644784
H  -1.425528  2.493280  0.360835
H  1.841279  1.381629  -0.317995
H  0.822123  2.303759  -1.274144
H  -0.279312  0.271176  -2.596626
H  1.958482  0.486571  2.008163
N  2.150632  -0.269025  1.353179
C  1.186183  -1.036500  1.114318
C  1.312189  -2.190231  0.185316
H  0.131953  -0.906274  1.523728
H  2.250789  -2.127166  -0.365325
H  1.271792  -3.119935  0.759031
H  0.483653  -2.187826  -0.518833

Forces on the atoms, in the same order (eV/Å):
0.353 -0.291 0.396
-0.563 1.037 -1.638
0.026 -0.181 0.138
0.026 -0.096 -0.274
0.058 -0.044 -0.084
-0.011 0.073 0.372
-0.151 0.040 0.235
0.088 0.028 -0.219
0.002 -0.070 0.020
0.066 0.112 0.220
0.034 -0.160 0.030
-0.135 -0.050 -0.069
-0.079 -0.227 0.121
-0.112 0.102 0.263
-0.341 -0.159 -0.003
0.944 0.268 0.310
-1.520 0.026 0.287
0.151 -0.113 -0.051
1.238 -0.131 -0.035
-0.018 -0.083 0.082
0.020 -0.022 -0.069
-0.076 -0.061 -0.033


> What is the formula in the third record?

C24H38N7O8PRb


> What is the formula in the fifth record?

C5H13N3O


> Which value of charge does entry 3 give?

+1


> Number 5 is which compound?

C5H13N3O